[1]
One molecule with the formula C3H8N4O at a distorted geometry. Source: the OMol25 dataset; level of theory: ωB97M-V/def2-TZVPD.

The geometry in XYZ format:
```
16
Properties=species:S:1:pos:R:3:forces:R:3:mulliken_charge:R:1
O 0.0915 -0.1807 1.0507 1.23 -1.15 0.70 -0.364
N -2.0494 0.0795 -0.4948 2.67 -6.44 2.58 -0.524
H 0.4215 -1.7385 -0.2271 0.93 -0.13 -0.10 0.443
C -0.5272 1.9093 0.2011 0.08 1.16 1.83 -0.799
N -0.2455 -1.4422 0.4734 -2.67 1.61 0.20 -0.310
C -1.3912 -1.1284 -0.2408 -4.67 1.86 -4.98 0.060
H -0.7815 2.2087 1.4146 1.33 -0.56 -3.48 0.212
H -1.7953 -1.9788 -0.9471 1.27 1.08 1.64 0.295
N 1.5388 0.6338 -0.6515 -3.86 1.15 2.46 -0.504
H -0.1564 2.6871 -0.4768 -0.06 0.39 0.77 0.346
H -1.5288 1.5146 -0.1485 1.73 1.20 0.61 0.264
C 0.4315 0.7430 0.1015 1.71 2.55 -1.46 0.628
N 2.1177 -0.5442 -0.3636 4.21 -3.33 1.82 -0.467
H 3.2370 -0.6422 -0.5419 -3.81 0.95 0.37 0.275
H -2.6555 -0.0123 -1.2706 -1.08 -0.95 -0.75 0.165
H 1.9169 -0.8249 0.6760 1.01 0.62 -2.21 0.279
```
Positions in Å, forces in eV/Å.

## Properties
HOMO energy = -8.37 eV
net charge = 0
M = 116.12 u
E_tot = -413.1413 hartree
spin multiplicity = 1
ΔE to the lowest compared entry with this formula, charge and spin = 721.28 kJ/mol
frontier orbital gap = 9.24 eV


[2]
One molecule with the formula C3H8N4O at a distorted geometry. Source: the OMol25 dataset; level of theory: ωB97M-V/def2-TZVPD.

The geometry in XYZ format:
```
16
Properties=species:S:1:pos:R:3:forces:R:3:mulliken_charge:R:1
N -0.0613 1.1399 0.4786 0.02 0.08 1.10 -0.183
C -0.5239 -0.0264 1.1413 -0.16 -1.12 -1.64 0.328
H -2.4238 -1.9438 1.0966 0.78 -0.77 -0.86 0.325
N 1.2015 2.2211 -1.0427 0.98 -0.35 -0.92 -0.730
C 0.9194 1.0859 -0.5435 -1.29 -0.77 -0.95 0.492
H 0.8000 -1.2214 -0.7460 0.61 0.60 -0.04 0.288
H -2.0432 -0.0643 -0.1393 -0.08 -1.20 -0.25 0.273
O -1.7417 -2.0454 0.3727 -1.93 -0.27 1.97 -0.396
H 0.8818 -0.2147 -2.2100 0.49 -0.38 0.41 0.258
C 1.3052 -0.3492 -1.1939 -1.63 2.19 0.41 -0.938
H 1.7753 2.1607 -1.9171 -0.41 -0.15 1.25 0.249
H -0.1913 2.0605 0.9678 0.52 -1.47 -0.80 0.296
N -1.3408 -0.7835 0.1134 2.14 3.91 0.79 -0.219
H -0.7343 -1.2540 2.5287 0.65 0.72 -0.01 0.230
N -0.2003 -0.3792 2.3111 -1.12 -0.74 -0.39 -0.636
H 2.3775 -0.3862 -1.2178 0.43 -0.30 -0.06 0.364
```
Positions in Å, forces in eV/Å.

## Properties
HOMO energy = -9.36 eV
net charge = 0
M = 116.12 u
E_tot = -413.2829 hartree
spin multiplicity = 1
ΔE to the lowest compared entry with this formula, charge and spin = 349.47 kJ/mol
frontier orbital gap = 9.82 eV


[3]
One molecule with the formula C3H8N4O. Source: the OMol25 dataset; level of theory: ωB97M-V/def2-TZVPD.

The geometry in XYZ format:
```
16
Properties=species:S:1:pos:R:3:forces:R:3:mulliken_charge:R:1
C 1.1053 -0.3411 0.0425 -0.26 -0.11 -0.13 0.719
H 2.1762 0.0252 1.8570 -0.01 0.01 -0.06 0.268
C -1.0089 -1.0200 -0.6257 -0.01 0.18 0.31 0.529
H -1.9269 1.0545 1.1614 0.07 -0.02 -0.03 0.277
N -0.9526 1.1581 0.8854 0.09 -0.26 -0.13 -0.705
H -0.5632 -0.7255 1.4200 -0.02 0.02 -0.08 0.381
N 1.0436 -1.1118 -0.9002 -0.27 0.18 0.19 -0.783
O -1.5969 -2.0233 -0.3074 0.27 0.30 -0.08 -0.608
H -0.5560 0.1196 -2.2347 0.01 -0.04 0.06 0.270
H -0.9614 1.6577 -0.0004 -0.01 -0.03 0.02 0.305
H 3.0873 0.3116 0.3602 -0.06 0.00 0.01 0.353
N -1.3580 -0.1850 -1.6997 0.12 -0.08 0.09 -0.490
N -0.4308 -0.1429 0.5913 0.04 -0.13 -0.27 0.055
C 2.1142 0.4150 0.8370 0.01 0.05 0.08 -1.130
H 1.8499 1.4721 0.9079 0.01 -0.05 -0.02 0.303
H -2.0220 -0.6643 -2.2946 0.04 -0.01 0.05 0.255
```
Positions in Å, forces in eV/Å.

## Properties
HOMO energy = -8.36 eV
net charge = 0
M = 116.12 u
E_tot = -413.2812 hartree
spin multiplicity = 1
ΔE to the lowest compared entry with this formula, charge and spin = 354.08 kJ/mol
frontier orbital gap = 9.07 eV


[4]
A 2-piece molecular cluster, C3H8N4S overall at a distorted geometry. Source: the OMol25 dataset; level of theory: ωB97M-V/def2-TZVPD.

The geometry in XYZ format:
```
16
Properties=species:S:1:pos:R:3:forces:R:3:mulliken_charge:R:1
H 2.2388 -0.9854 -1.2885 -1.74 1.71 1.60 0.251
S -1.6298 1.4549 1.7798 -1.24 1.46 0.42 -0.390
H -0.6045 -0.3647 3.5132 0.43 -0.80 -2.55 0.294
H 0.0566 -1.4556 0.7424 -0.89 1.41 2.04 0.298
H -0.4889 0.4671 -3.1773 4.44 -0.23 1.04 0.327
C -0.4925 0.7607 -0.6178 -3.76 0.13 0.41 -0.658
H 1.3902 1.4303 -2.9164 -3.13 -4.34 -0.46 0.330
C 0.5684 0.2692 -1.2820 -1.62 -0.27 -2.86 0.566
H 1.9269 -0.1224 0.2270 -0.06 0.14 0.05 0.274
N -0.7361 -1.0734 2.7096 1.91 -0.27 1.33 -0.876
N 1.5588 -0.4189 -0.6583 2.70 -2.02 -2.12 -0.516
H -1.6967 -1.1695 2.6671 -2.54 -0.42 0.33 0.270
N 0.6544 0.2395 -2.8751 -0.91 5.05 2.81 -0.663
N -0.3876 -0.7290 1.4031 1.40 -0.74 -1.71 -0.005
H -1.5141 1.2927 -1.0615 3.45 -1.21 0.70 0.088
C -0.8439 0.4046 0.8347 1.57 0.39 -1.03 0.410
```
Positions in Å, forces in eV/Å.

## Properties
HOMO energy = -7.92 eV
net charge = 0
M = 132.19 u
E_tot = -736.1542 hartree
spin multiplicity = 1
ΔE to the lowest compared entry with this formula, charge and spin = 430.46 kJ/mol
frontier orbital gap = 8.12 eV


[5]
An isolated ion of composition C3H8N5 and charge +1 at a distorted geometry. Source: the OMol25 dataset; level of theory: ωB97M-V/def2-TZVPD.

The geometry in XYZ format:
```
16
Properties=species:S:1:pos:R:3:forces:R:3:mulliken_charge:R:1
C -0.6669 1.0828 -0.6499 -0.61 3.49 -0.19 0.246
C 0.4427 -0.6251 0.4786 -0.28 -2.28 -2.33 -0.646
H 1.1096 -0.7451 1.3384 -0.11 -0.05 -0.45 0.491
H 1.8888 -0.9391 -1.0545 -0.83 -0.30 -0.36 0.304
N 0.9593 -1.3527 -0.8686 0.06 1.27 4.21 -0.508
N -1.7573 0.3301 -0.7777 -0.09 -0.24 -0.82 -0.474
N 1.4105 1.5539 0.5577 0.10 1.64 0.00 -0.832
H 2.3749 1.1448 0.7669 -2.30 0.55 -0.97 0.283
H -1.0732 -1.9386 1.5473 0.51 1.61 -1.74 0.303
H 0.2506 -1.0499 -1.5081 0.10 0.04 -0.99 0.328
H -2.9110 -1.0478 -0.0034 -0.95 -1.20 0.41 0.481
N -0.9044 -1.2032 0.7848 -0.73 0.71 -0.52 -0.163
N 0.3300 0.8250 0.1255 1.31 -3.00 1.28 0.577
H 1.2613 2.5572 0.3559 0.82 -1.01 0.37 0.242
H -0.7985 2.1190 -1.0598 0.64 -1.00 0.24 0.383
C -1.9161 -0.7113 -0.0329 2.37 -0.22 1.88 -0.015
```
Positions in Å, forces in eV/Å.

## Properties
HOMO energy = -13.84 eV
net charge = +1
M = 114.13 u
E_tot = -392.5620 hartree
spin multiplicity = 1
ΔE to the lowest compared entry with this formula, charge and spin = 224.29 kJ/mol
frontier orbital gap = 9.20 eV


[6]
A 2-piece molecular cluster, C3H8N6O6 overall at a distorted geometry. Source: the OMol25 dataset; level of theory: ωB97M-V/def2-TZVPD.

The geometry in XYZ format:
```
23
Properties=species:S:1:pos:R:3:forces:R:3:mulliken_charge:R:1
N -1.0399 1.0011 -0.9143 0.03 0.33 -0.36 1.090
N 1.7902 -1.2935 0.2462 -0.40 0.53 -0.84 1.096
N 1.9071 0.0587 -1.7954 -0.35 0.95 0.34 -0.515
H -2.5136 0.8749 1.6608 1.58 -0.54 -0.75 0.274
H -0.8010 0.5534 2.3768 -1.82 -0.55 -2.01 0.354
C -0.6756 1.1169 0.4033 -0.37 0.31 -1.11 -0.370
O 2.9387 -0.9889 0.4223 0.14 -0.19 0.31 -0.623
H 2.7871 0.0819 -1.3034 0.44 0.60 -0.07 0.359
O 1.0635 -1.8555 1.0351 0.12 -0.20 0.58 -0.694
O -1.9596 0.1489 -1.1719 -0.20 0.54 -0.10 -0.766
O 0.5754 1.9979 2.0368 0.07 0.35 0.40 -0.695
H -1.9329 -0.7919 -0.0221 0.61 -0.56 -0.42 0.331
H -0.0989 -1.6860 -2.4279 -0.23 0.65 -1.40 0.281
C 1.1768 -0.9142 -1.1663 1.06 0.06 -0.83 0.205
N 0.4199 1.8621 0.8353 1.79 0.38 -1.84 1.062
O 1.2536 2.2683 -0.0148 -1.15 -0.21 1.30 -0.622
H 1.4592 1.0136 -1.7910 0.45 -1.33 -0.06 0.307
N -1.6293 -0.9845 0.9874 1.93 1.62 -0.38 -0.007
N 0.3097 -1.6969 -1.5354 -0.83 -1.18 2.03 -0.417
O -0.5379 1.6343 -1.8267 0.02 -0.01 -0.03 -0.625
H -2.3353 -1.4685 1.4286 -1.72 -1.27 1.65 0.326
C -1.4744 0.4439 1.3908 -0.64 0.42 4.36 -0.521
H -0.6829 -1.3760 1.1462 -0.53 -0.67 -0.78 0.171
```
Positions in Å, forces in eV/Å.

## Properties
HOMO energy = -9.61 eV
net charge = 0
M = 224.13 u
E_tot = -898.7584 hartree
spin multiplicity = 1
ΔE to the lowest compared entry with this formula, charge and spin = 0.00 kJ/mol
frontier orbital gap = 8.98 eV


[7]
An isolated ion of composition C3H8NO and charge -1 at a distorted geometry. Source: the OMol25 dataset; level of theory: ωB97M-V/def2-TZVPD.

The geometry in XYZ format:
```
13
Properties=species:S:1:pos:R:3:forces:R:3:mulliken_charge:R:1
C -0.6697 -1.6692 0.2581 0.71 1.45 0.99 -0.675
H -0.7124 1.8368 -1.0350 0.05 -0.14 -0.21 0.148
H 1.1116 1.0402 1.2208 -0.47 0.63 0.60 0.270
H -0.7712 0.8526 1.1265 0.23 0.79 0.56 0.322
H -0.5554 -1.9112 -0.7961 -0.77 -0.47 -0.08 0.298
H 1.0137 2.2844 -0.6904 -0.72 0.22 0.26 0.171
H -0.5097 -2.5014 0.9475 -0.05 -0.50 -0.42 0.200
O 0.8519 0.5508 -1.6666 -0.43 -0.24 -0.47 -0.913
C 0.2171 0.7498 0.6728 -0.56 -1.39 -1.32 -0.601
H 0.9640 -0.6713 -0.3354 0.06 -0.20 -0.08 0.294
N 0.4101 -0.7056 0.5349 0.90 -0.29 0.09 -0.545
C 0.2979 1.4150 -0.7977 1.17 0.06 0.66 -0.190
H -1.6478 -1.2710 0.5607 -0.12 0.08 -0.58 0.220
```
Positions in Å, forces in eV/Å.

## Properties
HOMO energy = -2.47 eV
net charge = -1
M = 74.10 u
E_tot = -249.0473 hartree
spin multiplicity = 1
ΔE to the lowest compared entry with this formula, charge and spin = 103.23 kJ/mol
frontier orbital gap = 7.05 eV


[8]
A 2-piece molecular cluster, C3H8NO overall at a distorted geometry. Source: the OMol25 dataset; level of theory: ωB97M-V/def2-TZVPD.

The geometry in XYZ format:
```
13
Properties=species:S:1:pos:R:3:forces:R:3:mulliken_charge:R:1
C -1.4985 0.5059 -0.8144 -0.97 0.86 -0.66 -0.621
N -1.9730 1.0223 0.4608 -0.40 0.33 -0.11 -0.484
H -1.3828 1.2380 2.3847 -0.54 -0.39 0.28 0.248
H -1.7452 1.2207 -1.6193 0.16 0.25 0.42 0.221
H 1.9627 -1.1136 -1.3019 -0.26 -0.12 -0.36 0.148
C 2.1546 -0.9957 -0.2067 -0.33 0.36 -0.82 -0.663
O 1.7874 0.2228 0.2510 -0.04 -0.20 0.32 -0.828
H -2.1998 -0.2895 -1.0801 0.74 -0.74 0.01 0.212
H -0.4108 0.3834 -0.8179 -0.04 -0.84 0.00 0.342
H -0.2869 0.1924 1.2983 -0.03 -0.14 0.09 0.191
C -1.2472 0.7131 1.4405 1.35 0.68 -0.04 -0.167
H 3.2550 -1.2281 -0.2168 -0.09 -0.12 0.67 0.243
H 1.5845 -1.8717 0.2217 0.45 0.07 0.21 0.157
```
Positions in Å, forces in eV/Å.

## Properties
HOMO energy = -2.24 eV
net charge = -1
M = 74.10 u
E_tot = -249.0313 hartree
spin multiplicity = 1
ΔE to the lowest compared entry with this formula, charge and spin = 145.18 kJ/mol
frontier orbital gap = 6.71 eV